# C16H31F6O3PPdSbSi2

A structure of composition C16H31F6O3PPdSbSi2 (the ωB97M-V functional and the def2-TZVPD basis, the OMol25 dataset).

The geometry in ORCA input format:
```
! wB97M-V def2-TZVPD RIJCOSX def2/J DEFGRID3
* xyz -2 2
Pd 0.1265 0.2033 0.1597
C -0.5670 3.4164 -0.9909
Si -0.3814 2.4256 0.5960
C 0.9989 3.2328 1.5950
C -2.0074 2.6368 1.5822
C -2.5816 3.8577 1.9533
C -3.7779 3.9045 2.6542
C -4.4233 2.7202 3.0007
C -3.8630 1.5033 2.6406
C -2.6584 1.4455 1.9317
Si -1.7734 -0.1476 1.3759
C -3.0971 -1.2091 0.5236
C -1.3845 -1.0960 2.9788
H -0.7183 4.4775 -0.7633
H -1.4184 3.0655 -1.5794
H 0.3362 3.3171 -1.5985
H 0.7753 4.2841 1.8079
H 1.9217 3.1862 1.0101
H 1.1543 2.7123 2.5431
H -2.0879 4.7881 1.6856
H -4.2136 4.8595 2.9303
H -5.3604 2.7521 3.5475
H -4.3744 0.5838 2.9152
H -3.9476 -1.3960 1.1889
H -2.6683 -2.1719 0.2328
H -3.4694 -0.7196 -0.3794
H -2.2887 -1.2879 3.5676
H -0.6862 -0.5266 3.5965
H -0.9174 -2.0563 2.7425
C -0.8811 -5.5276 -1.0543
C 0.3035 -4.6391 -0.7418
O -0.1954 -3.3836 -0.2754
P 0.6576 -2.0276 -0.5253
O 2.0733 -2.5732 0.0211
C 3.1589 -1.6358 0.2663
C 2.8708 -0.7324 1.4455
O 0.8830 -2.1004 -2.1232
C 0.4382 -1.0402 -3.0001
C 1.1729 -1.1770 -4.3117
H -0.5395 -6.5104 -1.3881
H -1.4881 -5.0824 -1.8431
H -1.5085 -5.6560 -0.1710
H 0.9225 -4.4897 -1.6275
H 0.9303 -5.0753 0.0396
H 3.3658 -1.0680 -0.6403
H 4.0190 -2.2746 0.4700
H 1.9484 -0.1601 1.2668
H 3.6816 -0.0107 1.5461
H 2.7496 -1.3082 2.3673
H 0.6548 -0.0719 -2.5493
H -0.6445 -1.1338 -3.1304
H 2.2453 -1.1958 -4.1187
H 0.9597 -0.3078 -4.9360
H 0.8752 -2.0879 -4.8398
F 1.8545 1.0974 -0.8876
Sb 3.5584 1.7602 -2.0641
F 4.2452 -0.1734 -2.4016
F 2.2177 2.2178 -3.5493
F 5.1339 2.5090 -2.9671
F 3.1373 3.5458 -1.3611
F 4.5524 1.5515 -0.3642
*
```

As for the highest occupied orbital energy (spin up / spin down): -0.0156 / -0.0971 Eh. The calculation puts the gap between HOMO and LUMO (spin up / spin down) at 4.87 / 7.09 eV. The lowest unoccupied orbital energy (spin up / spin down) is 4.4 / 4.4 eV. The expectation value of S² is 0.754.

natural (NBO) population analysis, charges in e, atoms 1 to 5:
1. Pd 0.00
2. C -1.13
3. Si 1.27
4. C -1.13
5. C -0.44

# C16H31N2SSm

A structure of composition C16H31N2SSm (the ωB97M-V functional and the def2-TZVPD basis, the OMol25 dataset).

The geometry in ORCA input format:
```
! wB97M-V def2-TZVPD RIJCOSX def2/J DEFGRID3
* xyz 2 6
C 1.2886 -1.4009 -1.8053
H 0.6849 -2.2185 -2.2616
H 1.3048 -0.5176 -2.4565
H -2.2278 -1.9740 -0.5286
C 2.3501 -1.8414 -0.8590
H 2.7107 -0.9517 -0.3082
H 1.9259 -2.5699 -0.1353
C 3.4418 -2.4776 -1.7005
H 4.2343 -2.7926 -1.0413
H 3.0539 -3.3501 -2.2078
H 3.8483 -1.7839 -2.4243
C -0.3615 1.9170 0.7047
C 1.0451 1.8035 0.6174
C 1.4012 1.7412 -0.7626
C 0.2095 1.7902 -1.5328
C -0.8936 1.8904 -0.6296
C -2.3251 2.0259 -1.0019
C 0.1445 1.7995 -3.0143
C 2.7734 1.6923 -1.3268
C 2.0034 1.9219 1.7479
C -1.1486 2.1964 1.9362
Sm -0.2393 -0.9263 -0.3735
H -0.8654 1.5480 -3.3693
H 0.4376 2.7591 -3.4893
H 0.8194 1.0337 -3.4253
H -2.4660 1.8570 -2.0799
H -2.9189 1.2570 -0.4782
H -2.7750 3.0093 -0.7562
H -0.5834 1.9136 2.8359
H -1.4070 3.2682 2.0418
H -2.1003 1.6396 1.9435
H 3.0215 1.6396 1.4426
H 2.0632 2.9564 2.1337
H 1.7159 1.2726 2.5887
H 2.9367 0.7360 -1.8532
H 2.9596 2.5072 -2.0528
H 3.5348 1.7640 -0.5357
C -2.9622 -4.3075 2.9714
N -2.9277 -3.5165 1.7168
C -2.8585 -2.2108 1.6638
S -3.1528 -1.2268 0.2048
N -2.8549 -1.4229 2.7825
C -3.8820 -1.6008 3.8136
H -2.3742 -3.8110 3.7390
H -2.5242 -5.2776 2.7430
H -3.9902 -4.4489 3.3133
H -2.9105 -4.0077 0.8261
H -2.5908 -0.4595 2.5972
H -3.4382 -2.1008 4.6763
H -4.2212 -0.6024 4.1087
H -4.7371 -2.1751 3.4387
*
```

As for the highest occupied orbital energy (spin up / spin down): -0.4673 / -0.4689 Eh. The calculation puts the gap between HOMO and LUMO (spin up / spin down) at 4.58 / 4.65 eV. The lowest unoccupied orbital energy (spin up / spin down) is -8.1 / -8.1 eV. The expectation value of S² is 9.092.

Löwdin population analysis, charges in e, atoms 1 to 5:
1. C -0.36
2. H 0.09
3. H 0.05
4. H -0.13
5. C -0.36

# C16H31NO8S3

A cluster of 4 separate species, C16H31NO8S3 in total (the ωB97M-V functional and the def2-TZVPD basis, the OMol25 dataset).

The geometry in ORCA input format:
```
! wB97M-V def2-TZVPD RIJCOSX def2/J DEFGRID3
* xyz 0 1
O 2.8721 -5.7587 1.8493
C 2.9850 -4.5828 1.5873
C 1.8185 -3.6054 1.2895
C 2.4930 -2.2839 1.7105
C 3.8108 -2.5689 1.0192
O 4.8125 -1.5873 1.0145
N 4.2349 -3.8617 1.5552
H 0.9186 -3.8902 1.8138
H 1.6935 -3.6272 0.2097
H 2.5890 -2.4025 2.7897
H 2.0197 -1.3544 1.4142
H 3.5694 -2.8032 -0.0230
H 4.4762 -0.8762 0.4718
H 4.4891 -3.7887 2.5389
O 0.0799 -1.4227 -0.3815
S -0.2276 -0.1207 0.1604
O 0.4409 0.3687 1.3404
C -0.0824 1.0843 -1.1530
C -1.4708 1.1171 -1.7835
C -2.4635 1.1045 -0.6142
C -2.0055 0.0141 0.3647
H 0.7049 0.7767 -1.8376
H 0.1696 2.0404 -0.6950
H -1.6024 1.9932 -2.4152
H -1.6170 0.2298 -2.4046
H -2.4510 2.0758 -0.1171
H -3.4812 0.9256 -0.9548
H -2.2175 0.2659 1.4007
H -2.4348 -0.9562 0.1230
O 0.5526 1.4348 4.9450
S 1.6280 2.2892 4.5104
O 1.3616 3.5612 3.8872
C 2.7559 2.5233 5.8821
C 3.7476 1.3713 5.7535
C 4.0814 1.2705 4.2585
C 2.7562 1.3341 3.4886
H 2.1928 2.5184 6.8121
H 3.2449 3.4868 5.7431
H 4.6374 1.5432 6.3573
H 3.2841 0.4428 6.0935
H 4.7177 2.1098 3.9707
H 4.6230 0.3550 4.0249
H 2.8589 1.8285 2.5270
H 2.3184 0.3483 3.3489
O -4.6824 1.5671 -3.2590
S -4.0133 1.4670 -4.5329
O -2.8649 2.2843 -4.8320
C -3.6189 -0.2534 -4.8344
C -4.8520 -0.8011 -5.5463
C -5.2593 0.2719 -6.5656
C -5.2336 1.6250 -5.8424
H -3.4048 -0.7443 -3.8880
H -2.7409 -0.2794 -5.4790
H -4.6426 -1.7563 -6.0245
H -5.6587 -0.9546 -4.8267
H -4.5444 0.2810 -7.3903
H -6.2429 0.0746 -6.9877
H -4.9377 2.4421 -6.4946
H -6.1880 1.8536 -5.3727
*
```

As for the highest occupied orbital energy: -0.3516 Eh. The calculation puts the gap between HOMO and LUMO at 9.93 eV. The lowest unoccupied orbital energy is 0.4 eV.

natural (NBO) population analysis, charges in e, atoms 1 to 5:
1. O -0.54
2. C 0.69
3. C -0.51
4. C -0.45
5. C 0.25

# C16H31NOsP2S

A structure of composition C16H31NOsP2S (the ωB97M-V functional and the def2-TZVPD basis, the OMol25 dataset).

The geometry in ORCA input format:
```
! wB97M-V def2-TZVPD RIJCOSX def2/J DEFGRID3
* xyz 2 5
P 1.8147 1.3410 0.5777
P -2.2416 1.5351 0.7955
C -0.6066 0.7336 -1.0582
C -1.9971 1.2654 -1.0134
H -0.6005 -0.4733 -1.1921
H -0.0737 0.8882 -1.9908
H -2.0493 2.1810 -1.5998
H -2.7739 0.5585 -1.2876
C -3.0189 -0.0261 1.3583
H -3.6512 0.2450 2.2119
H -2.2052 -0.6877 1.7038
H -3.6114 -0.5346 0.5887
C -3.5446 2.7741 0.8784
H -4.4797 2.2993 0.5857
H -3.2484 3.5903 0.2119
H -3.5330 3.0890 1.9307
C 3.3690 0.5676 1.0756
H 3.8839 1.4625 1.4543
H 3.9145 0.1463 0.2222
H 3.2583 -0.1616 1.8908
C 2.3544 2.1970 -0.9347
H 1.7365 3.0963 -1.0014
H 2.3199 1.6156 -1.8583
H 3.4000 2.4127 -0.6730
Os 0.0942 -0.6843 0.2613
C -1.1042 -1.8613 -1.4359
C -1.0849 -2.3051 -0.0615
C -0.2834 -3.5611 0.2677
C 1.1653 -3.3346 -0.1576
C 1.5342 -1.8960 0.0280
C 1.6049 -0.9818 -1.1170
C 1.1748 -1.4176 -2.5083
C -0.1577 -2.2204 -2.5712
C 1.7316 2.7399 1.7745
H -1.9761 -1.3133 -1.8175
H -2.0639 -2.2648 0.4228
H -0.6405 -4.5273 -0.1282
H -0.3081 -3.6323 1.3605
H 1.8713 -3.9047 0.4523
H 1.3308 -3.6039 -1.1997
H 2.1378 -1.6317 0.9082
H 2.5116 -0.3551 -1.1976
H 1.9557 -1.9989 -3.0253
H 1.0774 -0.5173 -3.1375
H -0.6376 -1.9135 -3.5256
H 0.0386 -3.3009 -2.6736
H 1.0419 3.4929 1.3778
H 2.6613 3.2596 2.0241
H 1.3514 2.3050 2.7104
S -1.9947 2.5592 4.2725
C -1.0937 1.7042 3.2552
N -0.3540 1.0497 2.5652
*
```

As for the highest occupied orbital energy (spin up / spin down): -0.5382 / -0.5337 Eh. The calculation puts the gap between HOMO and LUMO (spin up / spin down) at 7.01 / 5.06 eV. The lowest unoccupied orbital energy (spin up / spin down) is -7.6 / -9.5 eV. The expectation value of S² is 6.037.

natural (NBO) population analysis, charges in e, atoms 1 to 5:
1. P 1.14
2. P 1.19
3. C -0.39
4. C -0.81
5. H 0.22